(1)
Below is a 14-piece molecular cluster, C41H78N14O10 overall at a distorted geometry, with properties calculated with ωB97M-V/def2-TZVPD.

XYZ file:
```
143
Properties=species:S:1:pos:R:3
C -0.009 0.375 0.197
C 0.079 -0.182 1.628
C -1.189 0.012 2.427
C -2.253 -0.852 1.899
N -2.924 -1.536 1.273
H 0.809 0.037 -0.392
H 0.038 1.486 0.131
H -0.881 0.076 -0.370
H 0.857 0.333 2.159
H 0.284 -1.258 1.457
H -1.549 1.036 2.571
H -1.053 -0.347 3.494
C -3.045 -2.638 -2.364
C -3.806 -3.874 -2.760
C -3.540 -5.221 -2.007
C -4.176 -5.186 -0.698
N -4.797 -5.286 0.274
H -2.191 -2.987 -1.896
H -3.540 -1.978 -1.664
H -2.788 -2.014 -3.225
H -3.538 -4.042 -3.798
H -4.885 -3.790 -2.775
H -2.535 -5.334 -1.913
H -3.984 -6.030 -2.507
C 5.071 -0.739 6.400
C 4.489 0.363 5.379
C 3.732 -0.220 4.198
C 4.405 -1.354 3.570
N 4.828 -2.292 3.063
H 4.225 -1.424 6.663
H 5.448 -0.332 7.338
H 5.851 -1.410 5.980
H 5.379 0.906 5.118
H 3.891 1.067 5.912
H 3.646 0.571 3.399
H 2.715 -0.583 4.435
C 0.557 5.023 6.682
C -0.256 4.594 5.420
C -0.414 3.056 5.382
C 0.705 2.251 4.985
N 1.610 1.668 4.659
H 0.810 6.089 6.732
H 1.427 4.472 6.518
H 0.203 4.758 7.673
H 0.288 4.887 4.598
H -1.266 4.941 5.435
H -1.162 2.664 4.722
H -0.738 2.739 6.352
C 1.578 1.023 -2.457
C 1.585 1.686 -3.823
C 2.978 1.975 -4.431
C 3.886 0.842 -4.415
N 4.538 -0.055 -4.188
H 0.730 0.341 -2.356
H 1.509 1.812 -1.716
H 2.441 0.406 -2.161
H 0.932 2.587 -3.844
H 1.122 1.046 -4.607
H 3.452 2.730 -3.768
H 2.885 2.334 -5.439
C -7.838 -1.447 -1.794
C -7.405 -1.887 -0.317
C -5.950 -1.511 -0.010
C -5.946 -0.086 0.524
N -5.772 1.051 0.735
H -7.087 -1.912 -2.397
H -7.626 -0.385 -2.006
H -8.832 -1.703 -2.047
H -7.429 -3.010 -0.282
H -7.992 -1.534 0.504
H -5.280 -1.628 -0.852
H -5.487 -2.160 0.830
C 4.906 -1.600 -0.669
C 6.120 -0.674 -0.962
C 6.181 0.662 -0.100
C 4.971 1.421 -0.236
N 3.973 2.046 -0.171
H 4.965 -2.496 -1.298
H 3.985 -1.026 -0.909
H 4.735 -1.841 0.411
H 5.941 -0.317 -1.963
H 7.123 -1.109 -0.905
H 7.038 1.300 -0.353
H 6.285 0.378 0.974
C -1.524 0.536 -4.771
C -1.625 -0.411 -5.933
C -0.193 -0.629 -6.441
C 0.460 0.567 -6.910
N 0.959 1.620 -7.058
H -0.753 0.343 -4.031
H -2.493 0.681 -4.192
H -1.405 1.522 -5.217
H -2.273 0.019 -6.701
H -1.967 -1.395 -5.564
H -0.113 -1.444 -7.235
H 0.431 -1.062 -5.657
C 1.884 5.580 -1.589
C 2.924 5.014 -0.717
C 2.455 4.434 0.639
C 1.749 5.443 1.402
N 1.217 6.311 1.983
H 1.022 4.929 -1.721
H 2.357 5.773 -2.548
H 1.444 6.483 -1.188
H 3.766 5.686 -0.601
H 3.264 4.195 -1.265
H 3.261 3.975 1.149
H 1.713 3.693 0.427
C -2.796 -5.244 2.992
N -1.460 -4.625 2.599
O -1.015 -4.868 1.471
O -0.867 -3.896 3.353
H -3.187 -4.664 3.794
H -2.604 -6.267 3.324
H -3.521 -5.233 2.152
C -2.299 4.815 1.323
N -1.640 3.551 1.884
O -0.486 3.341 1.588
O -2.252 2.880 2.703
H -1.515 5.520 1.179
H -3.111 5.108 1.960
H -2.646 4.467 0.371
C -3.282 1.516 -1.274
N -4.423 2.485 -1.365
O -5.342 2.146 -2.101
O -4.450 3.381 -0.606
H -3.008 1.312 -2.297
H -3.653 0.622 -0.844
H -2.489 2.021 -0.670
C 1.390 -4.391 -2.919
N 0.287 -4.411 -3.883
O 0.248 -3.363 -4.508
O -0.543 -5.300 -4.036
H 2.169 -3.696 -3.273
H 1.735 -5.394 -2.836
H 1.096 -4.046 -1.927
C 2.411 -4.395 2.134
N 2.538 -3.903 0.662
O 1.924 -2.893 0.442
O 3.258 -4.498 -0.130
H 1.271 -4.732 2.143
H 2.602 -3.625 2.808
H 3.051 -5.342 2.270
```

As for the HOMO energy: -11.0 eV. For the LUMO energy, the calculation gives -0.124 eV. For the calculated total energy, the calculation gives -85100.3220 eV. As for the molar mass: 927.2 g/mol. As for the energy above the lowest of the compared OMol25 structures with the same formula, charge and spin: 32.0 kcal per mole. As for the spin multiplicity: 1. Its total charge is 0. The calculation puts the HOMO-LUMO gap at 10.877 eV.

---

(2)
Below is a 5-piece molecular cluster, C41H79BCl2N2O20P6S overall at a distorted geometry, with properties calculated with ωB97M-V/def2-TZVPD.

XYZ file:
```
152
Properties=species:S:1:pos:R:3
C -2.505 -3.800 0.604
C -2.772 -4.267 -0.611
C -1.745 -5.028 -1.413
C -0.746 -4.132 -2.161
C 0.610 -4.257 -1.849
P 1.329 -5.367 -0.552
N 2.399 -4.658 0.370
C 1.562 -3.504 -2.537
C 1.133 -2.596 -3.490
C -0.215 -2.409 -3.793
C -0.563 -1.338 -4.825
C -1.392 -0.179 -4.230
C -0.750 0.406 -2.947
C -1.767 0.632 -1.803
C -1.285 0.038 -0.473
C -2.337 0.183 0.651
C -1.649 0.547 1.984
C -1.205 -0.768 2.721
C -1.515 -0.623 4.227
C -0.540 -1.395 5.178
C 0.186 -2.578 4.531
C 0.961 -3.413 5.561
C -1.191 -3.204 -3.142
P -2.962 -3.015 -3.545
O -3.604 -2.120 -2.587
O -3.182 -2.528 -5.052
O -3.736 -4.438 -3.448
S 2.415 -1.669 -4.320
C 3.586 -1.476 -2.998
C 4.378 -0.332 -2.856
B 4.368 0.893 -3.854
O 4.422 2.160 -3.272
C 4.357 0.804 -5.427
C 5.077 -0.438 -6.007
C 5.263 -0.264 -1.780
C 5.372 -1.314 -0.872
Cl 6.532 -1.171 0.412
C 4.580 -2.429 -1.038
C 3.685 -2.525 -2.093
N 2.923 -3.713 -2.215
Cl 3.670 -4.888 -3.268
H -1.704 -4.252 1.185
H -3.110 -3.011 1.032
H -3.775 -4.115 -0.988
H -2.200 -5.658 -2.180
H -1.245 -5.710 -0.733
H 1.987 -6.393 -1.267
H 0.326 -5.879 0.286
H 2.112 -4.706 1.342
H 0.329 -0.881 -5.247
H -1.072 -1.819 -5.661
H -1.428 0.605 -4.992
H -2.423 -0.446 -4.016
H 0.116 -0.159 -2.591
H -0.399 1.410 -3.208
H -2.737 0.178 -2.025
H -1.969 1.699 -1.667
H -1.039 -1.020 -0.615
H -0.393 0.602 -0.178
H -2.937 -0.723 0.742
H -3.024 1.001 0.399
H -0.757 1.156 1.814
H -2.301 1.127 2.641
H -1.765 -1.598 2.294
H -0.137 -0.877 2.536
H -2.528 -0.960 4.456
H -1.421 0.435 4.477
H -1.140 -1.782 6.009
H 0.153 -0.661 5.600
H -0.559 -3.177 4.000
H 0.931 -2.197 3.827
H 1.508 -4.200 5.038
H 0.259 -3.895 6.246
H 1.653 -2.785 6.124
H -2.748 -3.095 -5.704
H -3.352 -5.008 -4.133
H 3.547 2.514 -3.086
H 4.942 1.665 -5.777
H 3.362 0.906 -5.874
H 6.147 -0.392 -5.779
H 5.014 -0.466 -7.097
H 4.718 -1.382 -5.595
H 5.890 0.607 -1.632
H 4.669 -3.266 -0.353
C -6.603 -2.570 -2.304
O -7.650 -2.934 -1.373
P -8.504 -1.702 -0.679
O -9.178 -2.409 0.436
O -9.449 -1.461 -1.970
C -10.295 -2.522 -2.396
O -8.648 -0.116 -0.282
C -7.667 0.399 0.639
H -6.214 -3.480 -2.751
H -7.000 -1.926 -3.095
H -5.796 -2.058 -1.787
H -10.496 -3.228 -1.589
H -9.834 -3.049 -3.233
H -11.234 -2.086 -2.731
H -6.658 0.275 0.245
H -7.753 -0.106 1.603
H -7.862 1.460 0.772
C 3.608 5.670 5.778
O 2.231 5.290 5.980
P 1.853 3.657 5.897
O 0.376 3.861 5.783
O 2.365 3.394 7.413
C 1.821 4.186 8.464
O 1.855 2.012 5.657
C 1.826 1.568 4.290
H 3.693 6.736 5.976
H 4.267 5.130 6.463
H 3.910 5.476 4.749
H 0.856 4.612 8.191
H 2.514 4.989 8.721
H 1.696 3.542 9.333
H 2.681 1.957 3.736
H 0.897 1.886 3.811
H 1.873 0.481 4.288
C -6.504 1.836 -9.729
O -5.895 2.506 -8.608
P -4.438 1.928 -8.067
O -4.342 2.591 -6.746
O -3.580 2.646 -9.231
C -3.599 4.068 -9.310
O -3.314 0.732 -7.981
C -3.728 -0.486 -7.333
H -7.383 2.403 -10.020
H -5.814 1.791 -10.576
H -6.810 0.827 -9.451
H -3.871 4.522 -8.358
H -4.304 4.386 -10.080
H -2.601 4.399 -9.592
H -4.593 -0.919 -7.837
H -3.967 -0.295 -6.287
H -2.901 -1.189 -7.388
C 10.275 3.173 8.477
O 9.286 3.653 9.408
P 8.363 4.951 8.944
O 7.775 5.359 10.241
O 7.373 4.074 8.018
C 6.594 3.050 8.632
O 8.110 6.253 7.974
C 9.071 7.322 8.080
H 10.706 2.263 8.886
H 9.821 2.947 7.509
H 11.067 3.912 8.347
H 6.460 3.218 9.700
H 7.075 2.083 8.475
H 5.618 3.037 8.148
H 10.077 6.967 7.855
H 9.046 7.752 9.083
H 8.799 8.085 7.356
```

Its structure (SMILES) is C=CCc1c([PH2]=N)c2c(c(CCCCCCCCCCCC)c1P(=O)(O)O)Sc1c(B(O)CC)cc(Cl)cc1N2Cl.COP(=O)(OC)OC.COP(=O)(OC)OC.COP(=O)(OC)OC.COP(=O)(OC)OC. As for the HOMO energy: -8.6 eV. For the LUMO energy, the calculation gives -1.357 eV. For the calculated total energy, the calculation gives -180018.1685 eV. As for the molar mass: 1219.7 g/mol. As for the spin multiplicity: 1. Its total charge is 0. The calculation puts the HOMO-LUMO gap at 7.254 eV.

---

(3)
Below is a 10-piece molecular cluster, C41H81N7O25P2 overall at a distorted geometry, with properties calculated with ωB97M-V/def2-TZVPD.

XYZ file:
```
156
Properties=species:S:1:pos:R:3
C 3.206 -7.477 -9.617
N 3.022 -8.903 -10.120
O 1.915 -9.376 -10.051
O 4.097 -9.457 -10.444
H 2.390 -6.855 -9.986
H 4.086 -7.054 -10.100
H 3.253 -7.437 -8.529
C 3.328 -12.574 -11.815
C 1.932 -12.922 -11.496
C 1.515 -12.542 -10.080
O 0.259 -11.922 -10.087
C 0.026 -11.633 -11.354
O -0.979 -11.096 -11.786
O 1.091 -11.979 -12.124
H 3.490 -12.410 -12.880
H 3.788 -13.548 -11.647
H 3.764 -11.792 -11.193
H 1.733 -13.984 -11.644
H 2.258 -11.902 -9.605
H 1.468 -13.451 -9.481
C 4.595 -10.309 -6.912
C 4.894 -10.599 -5.472
C 5.233 -12.091 -5.181
O 6.448 -12.008 -4.482
C 6.987 -10.725 -4.558
O 8.114 -10.387 -4.271
O 6.110 -9.916 -5.226
H 4.677 -9.250 -7.160
H 3.628 -10.683 -7.246
H 5.297 -10.732 -7.630
H 4.124 -10.244 -4.787
H 5.364 -12.761 -6.031
H 4.505 -12.531 -4.499
C -1.206 -2.233 -8.473
C -0.729 -3.285 -7.451
C -1.816 -4.199 -6.938
O -1.361 -5.537 -7.182
C -0.195 -5.501 -7.826
O 0.443 -6.500 -8.168
O 0.057 -4.239 -8.178
H -1.835 -2.596 -9.285
H -0.440 -1.662 -8.996
H -1.866 -1.515 -7.986
H -0.193 -2.808 -6.630
H -2.763 -4.073 -7.464
H -1.991 -4.092 -5.867
C 7.077 -6.656 -8.727
C 7.251 -8.055 -8.109
C 7.347 -9.188 -9.179
O 8.594 -9.791 -9.034
C 9.223 -9.164 -7.994
O 10.276 -9.588 -7.507
O 8.564 -8.118 -7.594
H 6.037 -6.485 -9.007
H 7.721 -6.452 -9.582
H 7.225 -5.893 -7.962
H 6.521 -8.260 -7.326
H 7.349 -8.823 -10.206
H 6.557 -9.939 -9.161
C 2.563 -3.536 -5.554
C 3.559 -2.918 -6.644
C 4.131 -3.910 -7.620
O 3.455 -3.511 -8.790
C 2.905 -2.255 -8.668
O 2.523 -1.598 -9.615
O 2.699 -2.041 -7.345
H 2.085 -2.632 -5.177
H 3.024 -4.144 -4.775
H 1.758 -4.133 -5.984
H 4.361 -2.358 -6.163
H 3.839 -4.946 -7.448
H 5.205 -3.732 -7.655
C 7.486 -6.253 -13.690
C 7.261 -7.485 -12.737
C 6.196 -8.520 -12.935
O 6.814 -9.713 -13.091
C 8.105 -9.563 -13.030
O 8.928 -10.437 -13.085
O 8.391 -8.280 -12.995
H 8.426 -5.755 -13.453
H 6.710 -5.493 -13.589
H 7.482 -6.630 -14.712
H 7.225 -7.158 -11.698
H 5.771 -8.323 -13.919
H 5.429 -8.478 -12.162
C 0.044 -6.423 -3.741
C 1.240 -7.349 -3.999
C 1.030 -8.419 -5.129
O 2.282 -8.289 -5.846
C 2.970 -7.193 -5.437
O 3.967 -6.797 -6.004
O 2.347 -6.583 -4.475
H -0.756 -7.012 -3.294
H -0.541 -6.009 -4.562
H 0.391 -5.717 -2.987
H 1.569 -7.904 -3.121
H 0.174 -8.238 -5.778
H 0.945 -9.431 -4.733
O 3.560 -6.868 -12.807
P 2.399 -6.659 -13.750
N 2.863 -6.325 -15.385
C 4.121 -5.604 -15.548
C 1.904 -6.026 -16.476
N 1.456 -5.261 -13.401
C 2.002 -4.220 -12.608
C 0.081 -5.021 -13.921
N 1.279 -8.003 -13.902
C 0.263 -8.164 -12.848
C 1.754 -9.278 -14.467
H 4.000 -4.567 -15.234
H 4.442 -5.773 -16.575
H 4.906 -5.989 -14.897
H 2.459 -5.783 -17.382
H 1.244 -5.201 -16.208
H 1.333 -6.948 -16.584
H 1.240 -3.547 -12.214
H 2.542 -4.652 -11.766
H 2.739 -3.685 -13.208
H 0.148 -4.219 -14.655
H -0.417 -5.900 -14.329
H -0.466 -4.737 -13.021
H 0.658 -8.820 -12.072
H -0.044 -7.249 -12.341
H -0.644 -8.594 -13.273
H 2.246 -9.204 -15.436
H 0.903 -9.960 -14.450
H 2.473 -9.567 -13.701
O -2.646 -11.768 -6.516
P -3.113 -10.405 -6.841
N -2.827 -9.210 -5.685
C -2.829 -9.563 -4.332
C -3.071 -7.767 -5.937
N -4.784 -10.363 -6.799
C -5.540 -9.234 -7.189
C -5.426 -11.139 -5.746
N -2.591 -9.708 -8.372
C -2.947 -10.390 -9.645
C -1.202 -9.351 -8.330
H -2.099 -8.924 -3.834
H -2.505 -10.597 -4.217
H -3.830 -9.495 -3.906
H -3.029 -7.640 -7.019
H -2.290 -7.228 -5.401
H -4.049 -7.476 -5.555
H -4.933 -8.621 -7.855
H -6.338 -9.523 -7.873
H -5.951 -8.586 -6.414
H -4.808 -11.974 -5.414
H -5.609 -10.518 -4.869
H -6.384 -11.494 -6.124
H -2.624 -9.843 -10.531
H -2.585 -11.417 -9.595
H -4.016 -10.599 -9.622
H -0.996 -8.562 -7.606
H -0.801 -9.107 -9.314
H -0.582 -10.215 -8.094
```

As for the HOMO energy (alpha / beta): -9.7 / -9.7 eV. For the LUMO energy (alpha / beta), the calculation gives -2.467 / -7.213 eV. For the calculated total energy, the calculation gives -124017.5526 eV. Its expectation value of S² is 0.761. As for the molar mass: 1134.1 g/mol. As for the spin multiplicity: 2. Its total charge is +1. The calculation puts the HOMO-LUMO gap (alpha / beta) at 7.235 / 2.489 eV.